# 1
The following is a quantum chemistry calculation of C14H14CeNO5 as an isolated structure, from the OMol25 dataset.

**Spin multiplicity**: 2
**Net charge**: +2
**HOMO level (spin up / spin down)**: -14.8 / -14.8 eV

Geometry (Å):
1 O 0.20 5.63 -4.01
2 C 0.45 4.79 -3.27
3 Ce 0.05 -0.02 -1.95
4 C 0.17 -2.32 -2.68
5 O 0.18 -3.32 -3.27
6 C 0.62 -0.05 -4.30
7 O 0.26 -0.39 -5.40
8 C 1.82 -0.66 -3.54
9 O 2.97 -0.84 -3.80
10 C -1.86 -0.62 -3.36
11 O -2.66 -0.87 -4.16
12 H 0.14 1.11 -3.51
13 C -1.91 0.08 2.72
14 N -1.24 -1.18 2.30
15 C -2.21 -2.31 2.20
16 C -0.41 -1.04 1.03
17 C 0.64 0.03 1.19
18 C 1.26 0.26 2.44
19 C 2.17 1.32 2.58
20 C 2.51 2.11 1.48
21 C 1.94 1.85 0.22
22 C 1.02 0.82 0.10
23 H -2.60 0.39 1.93
24 H -1.16 0.85 2.90
25 H -2.46 -0.13 3.64
26 H -0.57 -1.43 3.05
27 H -2.96 -2.05 1.45
28 H -1.67 -3.21 1.91
29 H -2.67 -2.45 3.18
30 H 0.02 -2.04 0.84
31 H -1.15 -0.84 0.22
32 H 1.05 -0.37 3.31
33 H 2.61 1.52 3.56
34 H 3.23 2.93 1.61
35 H 2.21 2.46 -0.65

=====

# 2
The following is a quantum chemistry calculation of C14H14Cl5N2O9PReS2 as an isolated structure, from the OMol25 dataset.

**Spin multiplicity**: 2
**Relative energy (zero: lowest compared OMol25 entry of this formula, charge and spin)**: 0.0 kJ/mol
**Net charge**: +2
**HOMO level (spin up / spin down)**: -13.5 / -13.5 eV

Geometry (Å):
1 Re -0.28 0.80 -0.47
2 O 0.86 2.33 -1.12
3 S 0.68 3.63 -0.24
4 O -0.69 3.46 0.47
5 O -1.44 2.00 -0.09
6 C 1.69 3.21 1.13
7 C 2.57 4.15 1.64
8 C 3.38 3.83 2.71
9 C 3.32 2.56 3.25
10 C 2.45 1.61 2.72
11 C 1.61 1.92 1.66
12 S 2.67 -1.12 -0.58
13 O 3.55 -0.03 -0.75
14 O 1.26 -0.90 -0.88
15 O 0.78 0.92 1.20
16 H 2.60 5.14 1.19
17 H 4.06 4.57 3.12
18 H 3.96 2.29 4.07
19 H 2.46 0.60 3.13
20 Cl 0.30 -2.34 -7.29
21 C 0.03 -1.51 -5.82
22 C -0.46 -2.21 -4.72
23 Cl -0.80 -3.88 -4.82
24 C -0.68 -1.52 -3.52
25 Cl -1.32 -2.37 -2.15
26 C -0.41 -0.16 -3.42
27 O -0.64 0.53 -2.28
28 C 0.06 0.53 -4.53
29 Cl 0.37 2.21 -4.40
30 C 0.29 -0.14 -5.73
31 Cl 0.88 0.71 -7.09
32 N -4.32 -2.41 1.21
33 C -2.90 -2.86 1.06
34 P -1.91 -1.42 1.64
35 O -2.72 -0.85 2.74
36 O -1.55 -0.58 0.44
37 C -0.33 -1.94 2.44
38 N -0.04 -0.76 3.32
39 H -4.98 -3.19 1.22
40 H -4.60 -1.78 0.45
41 H -4.38 -1.87 2.09
42 H -2.72 -3.16 0.03
43 H -2.75 -3.71 1.72
44 H 0.49 -2.06 1.73
45 H -0.44 -2.83 3.04
46 H 0.30 0.03 2.71
47 H 0.66 -0.96 4.03
48 H -0.92 -0.46 3.77

=====

# 3
The following is a quantum chemistry calculation of C14H14F18N5O12S6V as an isolated structure, from the OMol25 dataset.

**Spin multiplicity**: 4
**Net charge**: +1
**HOMO level (spin up / spin down)**: -13.5 / -13.5 eV

Geometry (Å):
1 V 0.14 0.57 -0.38
2 C 2.73 -2.99 -1.06
3 F 2.76 -2.96 0.27
4 F 3.91 -3.63 -1.38
5 F 1.70 -3.72 -1.53
6 S 2.67 -1.19 -1.72
7 O 3.96 -0.95 -2.30
8 O 1.58 -1.16 -2.73
9 N 2.08 -0.08 -0.58
10 S 3.42 0.38 0.12
11 O 2.94 0.91 1.37
12 O 4.52 -0.58 0.38
13 C 4.13 1.79 -0.88
14 F 4.38 1.51 -2.10
15 F 3.15 2.71 -0.97
16 F 5.24 2.17 -0.37
17 C -1.96 -0.34 -4.05
18 F -2.96 -1.20 -3.80
19 F -0.76 -1.03 -4.02
20 F -2.17 0.16 -5.31
21 S -2.00 1.12 -2.73
22 O -2.60 2.20 -3.46
23 O -2.72 0.65 -1.58
24 N -0.37 1.37 -2.12
25 S 0.30 2.14 -3.39
26 O 1.72 1.99 -3.03
27 O -0.02 1.77 -4.84
28 C 0.07 4.07 -3.13
29 F 0.31 4.72 -4.26
30 F -1.20 4.28 -2.73
31 F 0.92 4.40 -2.16
32 C -0.68 4.89 1.16
33 F -1.93 4.98 1.48
34 F -0.63 5.19 -0.20
35 F 0.06 5.79 1.86
36 S -0.05 3.01 1.52
37 O 1.11 2.84 0.74
38 O 0.12 2.91 2.95
39 N -1.03 1.76 0.71
40 S -2.49 2.21 1.14
41 O -2.62 2.66 2.47
42 O -3.08 3.00 0.05
43 C -3.56 0.58 1.16
44 F -4.35 0.56 2.28
45 F -4.49 0.70 0.12
46 F -2.78 -0.53 1.08
47 C -4.00 -3.77 0.00
48 C -2.72 -4.57 -0.18
49 C -1.81 -4.01 -1.28
50 C -1.22 -2.66 -1.00
51 N -0.71 -1.62 -0.76
52 H -3.77 -2.70 0.02
53 H -4.44 -4.11 0.94
54 H -4.66 -3.85 -0.86
55 H -3.11 -5.53 -0.52
56 H -2.20 -4.60 0.78
57 H -2.36 -3.91 -2.21
58 H -1.11 -4.84 -1.38
59 C 1.69 -0.77 5.81
60 C 2.60 -0.94 4.57
61 C 1.97 -1.87 3.43
62 C 1.10 -1.11 2.54
63 N 0.38 -0.48 1.90
64 H 2.12 0.10 6.31
65 H 1.79 -1.57 6.54
66 H 0.66 -0.57 5.52
67 H 3.57 -1.34 4.85
68 H 2.79 0.00 4.06
69 H 1.26 -2.47 3.99
70 H 2.72 -2.42 2.86

=====

# 4
The following is a quantum chemistry calculation of C14H14IN5Ni as an isolated structure, from the OMol25 dataset.

**Spin multiplicity**: 3
**Relative energy (zero: lowest compared OMol25 entry of this formula, charge and spin)**: 65.4 kJ/mol
**HOMO level (spin up / spin down)**: -7.8 / -7.8 eV

Geometry (Å):
1 C 0.84 3.04 0.38
2 C 2.88 0.93 0.00
3 H 1.52 3.49 -0.35
4 H 1.22 3.04 1.42
5 H -0.20 3.08 0.21
6 H 2.80 -0.09 -0.28
7 H 3.20 1.69 -0.72
8 H 3.07 1.18 1.05
9 C -2.06 1.72 -0.37
10 C -3.34 1.58 -0.91
11 C -3.62 0.45 -1.66
12 C -2.62 -0.51 -1.84
13 H -1.75 2.62 0.18
14 H -4.07 2.37 -0.73
15 H -4.60 0.29 -2.11
16 H -2.78 -1.41 -2.42
17 N -1.12 0.80 -0.51
18 C -1.36 -0.32 -1.22
19 C -0.26 -1.30 -1.32
20 N 0.92 -1.01 -0.75
21 C 1.90 -1.91 -0.75
22 C 0.59 -3.48 -1.99
23 C 1.79 -3.16 -1.35
24 H 2.86 -1.66 -0.27
25 H 2.65 -3.81 -1.30
26 C -0.44 -2.54 -1.98
27 H -1.39 -2.74 -2.45
28 H 0.46 -4.44 -2.47
29 Ni 1.13 1.30 -0.01
30 I 1.01 1.70 -2.84
31 N 0.49 0.51 1.69
32 C 0.40 0.25 2.84
33 N 0.45 0.16 4.11
34 C -0.06 -0.71 4.89
35 N -0.48 -1.46 5.74

=====

# 5
The following is a quantum chemistry calculation of C14H14N2NiS5Sb as an isolated structure, from the OMol25 dataset.

**Relative energy (zero: lowest compared OMol25 entry of this formula, charge and spin)**: 0.0 kJ/mol
**Net charge**: -1
**HOMO level (spin up / spin down)**: -3.3 / -3.3 eV

Geometry (Å):
1 Ni -0.53 -0.24 -0.69
2 C 0.08 1.28 -3.71
3 C -0.96 1.06 -2.66
4 C -1.62 -0.18 -2.58
5 C -2.57 -0.43 -1.57
6 C -2.80 0.54 -0.60
7 C -2.18 1.80 -0.70
8 C -1.29 2.06 -1.73
9 H 0.99 0.75 -3.44
10 H 0.32 2.34 -3.81
11 H -0.25 0.90 -4.67
12 H -1.37 -0.98 -3.26
13 H -3.01 -1.41 -1.50
14 H -3.45 0.32 0.24
15 H -2.36 2.54 0.06
16 H -0.80 3.02 -1.79
17 S 0.76 -5.41 1.44
18 Sb 0.67 -4.74 -0.79
19 S 1.27 -1.05 -1.53
20 S 2.07 -2.55 -0.44
21 S -1.40 -3.68 -1.17
22 N -1.00 -2.45 1.51
23 C -0.18 -1.48 1.84
24 N 0.00 -0.37 1.13
25 C 0.92 0.48 1.72
26 C 1.35 1.71 1.22
27 C 2.27 2.45 1.94
28 C 2.77 1.99 3.16
29 C 2.35 0.76 3.66
30 C 1.43 0.02 2.94
31 S 0.76 -1.54 3.31
32 H -1.31 -2.51 0.52
33 H -0.75 -3.41 1.82
34 H 0.98 2.05 0.26
35 H 2.61 3.40 1.55
36 H 3.49 2.58 3.71
37 H 2.75 0.39 4.60

=====

# 6
The following is a quantum chemistry calculation of one molecule with the formula C14H14N2O4, from the OMol25 dataset.

**Relative energy (zero: lowest compared OMol25 entry of this formula, charge and spin)**: 506.8 kJ/mol
**SMILES**: CCOC(=O)Cn1cc(/C=C/[N+](=O)[O-])c2ccccc21
**HOMO level**: -8.2 eV

Geometry (Å):
1 C 0.90 3.04 -3.16
2 C -0.13 2.19 -3.90
3 H -1.13 2.62 -3.77
4 H 0.11 2.11 -4.96
5 O -0.13 0.84 -3.41
6 C -0.84 0.60 -2.32
7 O -1.50 1.40 -1.71
8 C -0.69 -0.87 -1.90
9 N -0.40 -0.95 -0.50
10 C -1.24 -1.34 0.48
11 C -0.65 -1.19 1.73
12 C -1.18 -1.51 3.00
13 C -2.39 -2.04 3.25
14 N -2.81 -2.31 4.57
15 O -3.92 -2.79 4.71
16 O -2.05 -2.07 5.49
17 H -3.13 -2.29 2.51
18 H -0.55 -1.31 3.86
19 C 0.66 -0.63 1.47
20 C 1.72 -0.25 2.29
21 C 2.84 0.28 1.70
22 C 2.94 0.42 0.31
23 C 1.91 0.04 -0.52
24 C 0.77 -0.49 0.08
25 H 1.99 0.15 -1.59
26 H 3.84 0.83 -0.11
27 H 3.68 0.59 2.31
28 H 1.65 -0.35 3.36
29 H -2.21 -1.72 0.24
30 H 0.11 -1.34 -2.49
31 H -1.63 -1.39 -2.10
32 H 0.91 4.04 -3.58
33 H 0.65 3.09 -2.11
34 H 1.89 2.60 -3.27

=====

# 7
The following is a quantum chemistry calculation of one molecule with the formula C14H14S2Si, from the OMol25 dataset.

**SMILES**: c1ccc([Si]2(c3ccccc3)SCCS2)cc1
**HOMO level**: -8.9 eV

Geometry (Å):
1 S -1.42 -1.92 -0.96
2 S -1.19 1.14 -2.11
3 C -1.85 1.46 3.64
4 C 4.07 -0.79 -0.67
5 C -1.50 2.36 2.66
6 C -1.73 0.10 3.38
7 C 3.40 -0.31 -1.78
8 C 3.38 -0.98 0.49
9 C -1.00 1.93 1.44
10 C -1.27 -0.31 2.14
11 C 2.07 0.01 -1.71
12 C 2.04 -0.68 0.58
13 C -0.92 0.59 1.18
14 C 1.37 -0.23 -0.53
15 C -2.34 -1.42 -2.38
16 C -1.77 -0.19 -3.16
17 Si -0.48 -0.07 -0.51
18 H -2.19 1.81 4.60
19 H 5.12 -1.00 -0.75
20 H -1.63 3.40 2.89
21 H -2.02 -0.68 4.08
22 H 3.97 -0.09 -2.66
23 H 3.88 -1.46 1.32
24 H -0.71 2.64 0.68
25 H -1.25 -1.37 1.92
26 H 1.62 0.54 -2.55
27 H 1.52 -0.67 1.53
28 H -2.37 -2.28 -3.04
29 H -3.37 -1.19 -2.08
30 H -0.93 -0.52 -3.81
31 H -2.51 0.20 -3.82

=====

# 8
The following is a quantum chemistry calculation of one molecule with the formula C14H15BrClNO5, from the OMol25 dataset.

**Relative energy (zero: lowest compared OMol25 entry of this formula, charge and spin)**: 0.0 kJ/mol
**SMILES**: C[C@@H]1O[C@H](Oc2c[nH]c3ccc(Br)c(Cl)c23)[C@@H](O)[C@H](O)[C@@H]1O
**HOMO level**: -7.7 eV

Geometry (Å):
1 Cl 2.26 -2.37 -1.82
2 Br 4.77 -3.21 -0.20
3 O -3.00 -2.13 1.05
4 O 0.31 0.63 1.58
5 O 0.09 0.36 -1.58
6 O -2.07 -0.27 -1.20
7 O -1.89 -0.64 2.92
8 C 1.24 0.81 -1.20
9 C 1.40 2.13 -0.90
10 C 5.17 -0.27 0.04
11 C 4.74 1.09 -0.14
12 C 3.02 -1.08 -0.92
13 C 4.35 -1.38 -0.40
14 C 2.54 0.23 -0.98
15 C 3.42 1.29 -0.61
16 N 2.73 2.48 -0.61
17 C -4.36 -0.68 -1.29
18 C -3.29 -0.11 -0.41
19 C -3.16 -0.69 1.02
20 C -0.68 -0.15 0.89
21 C -0.96 0.40 -0.56
22 C -1.92 0.02 1.71
23 H -2.88 -2.52 0.22
24 H 0.24 0.29 2.53
25 H -2.51 -1.42 2.91
26 H 0.65 2.95 -1.09
27 H 6.14 -0.32 0.47
28 H 5.43 1.92 0.15
29 H 3.17 3.42 -0.45
30 H -5.21 -1.07 -0.75
31 H -4.75 -0.02 -2.11
32 H -3.90 -1.58 -1.87
33 H -3.32 1.00 -0.19
34 H -4.01 -0.40 1.64
35 H -0.20 -1.12 0.66
36 H -1.34 1.39 -0.41
37 H -2.19 1.02 1.91

=====

# 9
The following is a quantum chemistry calculation of C14H15BrGaN4O2 as an isolated structure, from the OMol25 dataset.

**Net charge**: +3
**HOMO level (spin up / spin down)**: -16.4 / -16.4 eV

Geometry (Å):
1 Ga -11.38 -6.92 -9.44
2 Br -8.24 -6.74 -16.17
3 C -9.31 -7.02 -14.67
4 C -8.99 -6.46 -13.40
5 C -9.76 -6.74 -12.27
6 C -10.92 -7.51 -12.37
7 C -11.30 -7.98 -13.61
8 C -10.54 -7.72 -14.77
9 N -11.76 -7.75 -11.23
10 C -12.95 -8.38 -11.13
11 C -13.55 -8.47 -9.86
12 C -14.77 -9.20 -9.59
13 C -15.34 -9.12 -8.29
14 C -14.63 -8.51 -7.27
15 C -13.45 -7.83 -7.59
16 N -12.94 -7.80 -8.83
17 H -8.16 -5.80 -13.32
18 H -9.44 -6.38 -11.30
19 H -12.28 -8.56 -13.73
20 H -10.86 -8.10 -15.76
21 H -13.43 -8.82 -12.01
22 H -15.29 -9.73 -10.38
23 H -16.27 -9.59 -8.06
24 H -14.88 -8.47 -6.24
25 H -12.83 -7.32 -6.88
26 C -10.95 -5.96 -5.09
27 O -9.72 -5.16 -4.79
28 C -9.05 -4.79 -5.90
29 O -9.38 -5.10 -7.02
30 N -7.89 -4.04 -5.46
31 N -7.16 -3.36 -6.36
32 H -11.32 -6.46 -4.23
33 H -10.73 -6.65 -5.88
34 H -11.68 -5.35 -5.54
35 H -7.83 -3.85 -4.46
36 H -6.39 -2.94 -5.98
37 H -7.05 -3.74 -7.25

=====

# 10
The following is a quantum chemistry calculation of C14H15BrN4OTb as an isolated structure, from the OMol25 dataset.

**Spin multiplicity**: 7
**Net charge**: +3
**HOMO level (spin up / spin down)**: -19.1 / -19.1 eV

Geometry (Å):
1 Tb -0.49 -0.31 -0.12
2 O -1.03 5.24 3.02
3 C -0.90 4.02 2.56
4 C -0.71 2.89 3.36
5 C -0.60 1.66 2.76
6 N -0.67 1.50 1.41
7 C -0.86 2.61 0.69
8 Br -0.98 2.28 -1.20
9 C -0.98 3.88 1.15
10 H -0.97 5.30 3.98
11 H -0.64 2.97 4.44
12 H -0.44 0.77 3.35
13 H -1.14 4.74 0.52
14 N 2.66 -1.79 -0.10
15 C 3.89 -1.46 -0.50
16 C 3.83 -0.21 -1.09
17 C 2.50 0.15 -1.01
18 N 1.76 -0.81 -0.40
19 H 2.37 -2.63 0.38
20 H 4.71 -2.13 -0.33
21 H 4.64 0.35 -1.52
22 H 2.03 1.06 -1.37
23 N -1.25 -2.64 0.03
24 C -2.42 -2.13 -0.63
25 C -2.20 -1.41 -1.81
26 C -3.28 -0.82 -2.49
27 C -4.55 -0.90 -1.94
28 C -4.74 -1.57 -0.73
29 C -3.69 -2.18 -0.06
30 H -1.47 -3.11 0.91
31 H -0.75 -3.31 -0.55
32 H -1.23 -1.47 -2.33
33 H -3.12 -0.33 -3.44
34 H -5.39 -0.46 -2.45
35 H -5.74 -1.64 -0.31
36 H -3.86 -2.72 0.86

=====

# 11
The following is a quantum chemistry calculation of C14H15CdF6N5O4PS4 as an isolated structure, from the OMol25 dataset.

**Spin multiplicity**: 2
**Relative energy (zero: lowest compared OMol25 entry of this formula, charge and spin)**: 0.0 kJ/mol
**Net charge**: -2
**HOMO level (spin up / spin down)**: 0.4 / -2.4 eV

Geometry (Å):
1 Cd 0.84 -1.70 0.60
2 S 0.70 -1.31 3.02
3 C 0.63 0.43 3.20
4 C -0.29 0.95 4.08
5 C -0.35 2.31 4.40
6 C -1.27 2.77 5.33
7 N -2.05 3.11 6.13
8 C 0.59 3.21 3.77
9 C 1.52 2.68 2.87
10 C 1.54 1.34 2.57
11 S 2.81 0.68 1.49
12 C 0.63 4.56 4.11
13 N 0.69 5.68 4.40
14 H -0.99 0.27 4.55
15 H 2.22 3.34 2.39
16 O 3.10 0.81 -1.08
17 S 2.49 -0.71 -1.42
18 O 3.00 -0.96 -2.74
19 O 2.96 -1.56 -0.36
20 O 1.05 -0.48 -1.35
21 C -0.74 -0.66 -3.68
22 N -1.67 -0.99 -2.62
23 C -1.86 -2.42 -2.46
24 C -1.67 -0.22 -1.48
25 S -1.82 -0.89 0.05
26 N -1.66 1.13 -1.64
27 C -2.35 1.76 -2.74
28 C -1.45 1.99 -0.50
29 H 0.11 -1.35 -3.67
30 H -0.33 0.34 -3.54
31 H -1.25 -0.73 -4.65
32 H -2.16 -2.82 -3.43
33 H -2.64 -2.59 -1.73
34 H -0.95 -2.92 -2.13
35 H -2.75 1.01 -3.41
36 H -1.67 2.42 -3.30
37 H -3.17 2.38 -2.36
38 H -0.73 1.52 0.17
39 H -2.38 2.16 0.05
40 H -1.04 2.94 -0.84
41 N 1.75 2.45 -0.15
42 C 2.46 1.42 -0.05
43 H 1.65 2.77 -1.11
44 F 1.26 -3.69 -1.18
45 P 0.94 -4.89 -0.10
46 F 1.78 -4.10 1.06
47 F 2.28 -5.67 -0.55
48 F 0.57 -6.05 0.95
49 F -0.42 -4.06 0.34
50 F 0.09 -5.64 -1.26

=====

# 12
The following is a quantum chemistry calculation of a 2-piece molecular cluster, C14H15Cl4N3O2 overall, from the OMol25 dataset.

**Relative energy (zero: lowest compared OMol25 entry of this formula, charge and spin)**: 0.0 kJ/mol
**SMILES**: O=C1C(=O)C(Cl)=C(Cl)C(Cl)=C1Cl.CN1CCCN2CCCN=C12
**HOMO level**: -7.5 eV

Geometry (Å):
1 Cl 0.19 6.85 2.83
2 C 1.02 5.36 2.83
3 C 0.32 4.17 2.82
4 Cl -1.38 4.14 2.83
5 C 0.97 2.86 2.82
6 O 0.35 1.80 2.84
7 C 2.51 2.87 2.82
8 O 3.13 1.81 2.81
9 C 3.16 4.17 2.83
10 Cl 4.86 4.14 2.83
11 C 2.46 5.36 2.83
12 Cl 3.29 6.86 2.83
13 C 0.72 -1.24 0.94
14 N 0.10 -2.07 -0.06
15 C 0.69 -3.36 -0.29
16 C -0.35 -4.27 -0.88
17 C -0.91 -3.66 -2.13
18 N -1.32 -2.29 -1.91
19 C -2.32 -1.77 -2.83
20 C -2.04 -0.31 -3.08
21 C -1.91 0.41 -1.76
22 N -0.98 -0.20 -0.83
23 C -0.76 -1.48 -0.96
24 H 0.15 -0.31 1.01
25 H 0.71 -1.78 1.90
26 H 1.77 -1.01 0.69
27 H 1.55 -3.28 -0.98
28 H 1.04 -3.73 0.67
29 H 0.11 -5.23 -1.14
30 H -1.15 -4.45 -0.16
31 H -0.15 -3.69 -2.93
32 H -1.78 -4.23 -2.49
33 H -2.29 -2.36 -3.76
34 H -3.33 -1.87 -2.39
35 H -1.11 -0.21 -3.65
36 H -2.85 0.11 -3.68
37 H -1.54 1.43 -1.92
38 H -2.92 0.47 -1.31

=====

Results for strongest force on any atom: 6.5, 3.3, 8.3, 7.0, 0.7, 1.6, 2.0, 5.2, 4.2, 0.6, 2.5, 2.5 (in eV Å⁻¹, following the order of the records).